The following is a quantum chemistry calculation of a molecular structure, C45H57BrFN5O6Sn, from the Open Molecules 2025 dataset.

## Properties
Orbital gap = 4.75 eV
E_LUMO = 3.481 eV
HOMO energy = -1.27 eV
Net charge = -2
ΔE to the lowest compared entry with this formula, charge and spin = 0.310 eV

Element x y z (Å)
1 Sn 0.050 0.062 0.171
2 C -1.549 2.016 -7.705
3 C -0.511 0.901 -7.601
4 C -0.896 -0.245 -8.525
5 C 0.012 -1.447 -8.326
6 C -0.083 -1.898 -6.897
7 C 0.018 -3.223 -6.537
8 C -0.057 -3.584 -5.196
9 F 0.051 -4.901 -4.889
10 C -0.226 -2.661 -4.206
11 C -0.332 -1.308 -4.551
12 C -0.496 -0.312 -3.452
13 O -0.711 -0.731 -2.317
14 C -0.368 1.068 -3.872
15 C -0.349 1.331 -5.198
16 N -0.388 0.419 -6.214
17 C -0.277 -0.927 -5.895
18 C -0.202 2.295 -2.945
19 O -0.427 3.394 -3.492
20 O 0.185 2.047 -1.789
21 H -1.758 2.214 -8.758
22 H -1.219 2.945 -7.247
23 H -2.474 1.710 -7.214
24 H 0.464 1.293 -7.916
25 H -0.855 0.117 -9.554
26 H -1.930 -0.534 -8.312
27 H 1.044 -1.166 -8.562
28 H -0.264 -2.264 -8.995
29 H 0.160 -3.990 -7.289
30 H -0.290 -2.936 -3.162
31 H -0.295 2.376 -5.473
32 C 0.981 1.784 8.305
33 C -0.171 2.356 7.467
34 C -0.316 3.839 7.810
35 C -1.474 1.645 7.863
36 C 0.116 2.134 5.982
37 C 0.316 0.844 5.495
38 C 0.658 0.644 4.179
39 Br 0.897 -1.149 3.576
40 C 0.864 1.685 3.220
41 O 1.348 1.457 2.066
42 C 0.511 2.989 3.703
43 C 0.198 3.164 5.047
44 C 0.503 4.236 2.799
45 C -0.812 5.008 3.015
46 C 0.589 3.938 1.297
47 C 1.685 5.138 3.184
48 H 0.809 1.958 9.374
49 H 1.925 2.256 8.023
50 H 1.088 0.710 8.146
51 H -0.489 3.951 8.885
52 H -1.159 4.290 7.283
53 H 0.586 4.397 7.551
54 H -1.661 1.741 8.938
55 H -1.432 0.584 7.617
56 H -2.319 2.076 7.322
57 H 0.206 -0.022 6.139
58 H 0.006 4.176 5.383
59 H -1.666 4.358 2.812
60 H -0.857 5.857 2.326
61 H -0.915 5.397 4.030
62 H -0.146 3.198 0.985
63 H 1.560 3.549 1.005
64 H 0.402 4.866 0.745
65 H 1.631 5.443 4.233
66 H 1.695 6.040 2.561
67 H 2.625 4.604 3.032
68 O 3.931 0.797 0.957
69 C 3.704 0.962 2.051
70 C 3.241 -3.799 -2.805
71 N 3.364 -2.802 -1.760
72 C 3.217 -1.428 -2.211
73 C 2.914 -3.075 -0.472
74 N 2.358 -2.155 0.202
75 N 3.129 -4.408 -0.060
76 C 4.500 -4.878 -0.092
77 C 2.417 -4.817 1.134
78 H 2.552 -3.449 -3.582
79 H 2.848 -4.728 -2.398
80 H 4.206 -4.007 -3.282
81 H 3.933 -1.243 -3.016
82 H 3.401 -0.744 -1.387
83 H 2.204 -1.230 -2.581
84 H 2.158 -2.408 1.163
85 H 5.014 -4.478 -0.963
86 H 4.520 -5.970 -0.143
87 H 5.053 -4.567 0.807
88 H 1.399 -4.432 1.114
89 H 2.909 -4.470 2.055
90 H 2.370 -5.908 1.162
91 N -3.759 -6.772 0.640
92 C -3.140 -5.800 0.623
93 C -2.368 -4.587 0.603
94 C -1.364 -4.410 -0.351
95 C -0.638 -3.228 -0.355
96 C -0.860 -2.178 0.546
97 C -1.866 -2.411 1.495
98 C -2.611 -3.580 1.540
99 H -1.167 -5.195 -1.073
100 H 0.153 -3.121 -1.094
101 H -2.077 -1.638 2.230
102 H -3.387 -3.723 2.284
103 C -3.739 1.442 1.904
104 C -2.898 1.210 0.645
105 C -2.836 2.510 -0.163
106 C -3.563 0.126 -0.211
107 O -1.619 0.827 1.066
108 H -4.756 1.762 1.655
109 H -3.266 2.209 2.522
110 H -3.789 0.521 2.490
111 H -3.833 2.810 -0.502
112 H -2.188 2.391 -1.031
113 H -2.415 3.312 0.447
114 H -4.556 0.444 -0.545
115 H -3.660 -0.802 0.353
116 H -2.949 -0.087 -1.091


The following is a quantum chemistry calculation of a molecular structure, C45H57KN3P2, from the Open Molecules 2025 dataset.

## Properties
Orbital gap (alpha / beta) = 4.77 / 5.17 eV
E_LUMO (alpha / beta) = 2.086 / 2.097 eV
HOMO energy (alpha / beta) = -2.68 / -3.08 eV
Net charge = -1
ΔE to the lowest compared entry with this formula, charge and spin = 1.092 eV

Element x y z (Å)
1 K 0.027 -1.178 -0.292
2 C 2.079 -4.614 -1.039
3 C 1.674 -3.985 0.267
4 C 0.439 -4.260 0.851
5 C 0.069 -3.663 2.049
6 C 0.931 -2.784 2.688
7 C 2.169 -2.510 2.125
8 C 2.528 -3.099 0.921
9 H 2.549 -5.586 -0.872
10 H 2.796 -3.984 -1.566
11 H 1.221 -4.763 -1.693
12 H -0.251 -4.927 0.345
13 H -0.910 -3.865 2.466
14 H 0.633 -2.290 3.604
15 H 2.840 -1.809 2.599
16 H 3.478 -2.840 0.464
17 C 5.233 1.373 -1.461
18 C 4.269 0.188 -1.496
19 C 4.137 -0.360 -2.922
20 P 2.566 0.410 -0.769
21 C 1.948 2.102 -1.220
22 C 2.566 3.295 -0.495
23 C 1.934 2.302 -2.735
24 C 2.840 0.534 1.036
25 C 4.116 0.342 1.575
26 C 4.379 0.296 2.936
27 C 5.775 0.087 3.462
28 C 3.287 0.430 3.790
29 C 2.016 0.619 3.295
30 C 1.722 0.701 1.909
31 N 0.447 0.811 1.412
32 C -0.521 1.450 2.129
33 C -0.252 2.451 3.096
34 C -1.238 3.062 3.846
35 C -2.580 2.744 3.677
36 C -3.669 3.377 4.503
37 C -2.877 1.865 2.642
38 C -1.913 1.259 1.842
39 P -2.459 0.378 0.340
40 C -4.257 0.784 0.064
41 C -4.745 -0.053 -1.122
42 C -4.599 2.256 -0.167
43 C -2.819 -1.560 1.419
44 C -2.906 -2.754 0.495
45 C -3.971 -1.512 2.402
46 H 6.234 1.057 -1.772
47 H 5.307 1.816 -0.468
48 H 4.909 2.153 -2.149
49 H 4.689 -0.624 -0.892
50 H 3.704 0.377 -3.598
51 H 3.496 -1.243 -2.947
52 H 5.122 -0.633 -3.312
53 H 0.908 2.028 -0.891
54 H 3.570 3.524 -0.858
55 H 2.622 3.118 0.580
56 H 1.940 4.176 -0.661
57 H 2.944 2.405 -3.140
58 H 1.382 3.211 -2.978
59 H 1.437 1.471 -3.242
60 H 4.963 0.228 0.911
61 H 6.508 0.154 2.656
62 H 5.888 -0.895 3.930
63 H 6.037 0.835 4.214
64 H 3.430 0.369 4.865
65 H 1.196 0.677 4.000
66 H 0.774 2.756 3.257
67 H -0.950 3.808 4.581
68 H -3.254 3.872 5.382
69 H -4.391 2.634 4.849
70 H -4.226 4.128 3.934
71 H -3.923 1.671 2.433
72 H -4.783 0.446 0.961
73 H -4.212 0.225 -2.034
74 H -5.813 0.116 -1.286
75 H -4.585 -1.117 -0.960
76 H -4.230 2.588 -1.138
77 H -4.169 2.912 0.590
78 H -5.686 2.381 -0.156
79 H -1.869 -1.545 1.962
80 H -3.854 -2.790 -0.046
81 H -2.831 -3.695 1.058
82 H -2.128 -2.778 -0.272
83 H -4.934 -1.495 1.884
84 H -3.910 -0.639 3.053
85 H -3.984 -2.402 3.050
86 C -1.325 -4.305 -4.926
87 C -0.979 -4.351 -3.578
88 C -1.058 -3.220 -2.787
89 C -1.475 -1.979 -3.311
90 C -1.838 -1.954 -4.678
91 C -1.757 -3.093 -5.456
92 N -1.492 -0.883 -2.485
93 N -1.849 0.229 -3.092
94 C -1.777 1.404 -2.376
95 C -1.684 2.533 -3.227
96 C -1.465 3.805 -2.755
97 C -1.337 4.006 -1.382
98 C -1.528 2.932 -0.528
99 C -1.792 1.630 -0.966
100 H -1.262 -5.191 -5.545
101 H -0.656 -5.288 -3.136
102 H -0.798 -3.313 -1.737
103 H -2.169 -1.017 -5.100
104 H -2.039 -3.034 -6.502
105 H -1.746 2.334 -4.290
106 H -1.371 4.633 -3.450
107 H -1.134 4.990 -0.975
108 H -1.502 3.133 0.535


The following is a quantum chemistry calculation of a molecular structure, C45H58BCsN8O5S3, from the Open Molecules 2025 dataset.

## Properties
Orbital gap = 5.53 eV
E_LUMO = 3.447 eV
HOMO energy = -2.08 eV
Net charge = -2

Element x y z (Å)
1 Cs 1.511 0.855 -2.997
2 C -3.727 -2.103 -2.221
3 C -2.667 -2.134 -1.180
4 C -2.604 -3.009 -0.163
5 C -1.592 -2.853 0.853
6 N -0.957 -1.739 0.964
7 N -1.064 -0.799 0.016
8 B -0.742 0.565 0.460
9 N -0.743 0.714 2.010
10 N -1.677 0.776 2.918
11 C -1.325 1.088 4.147
12 C 0.025 1.332 4.491
13 C 1.008 1.308 3.516
14 C 2.445 1.594 3.772
15 C 0.561 1.002 2.215
16 S 1.245 0.943 0.665
17 C -2.511 1.230 5.092
18 C -3.303 -0.086 5.095
19 C -2.103 1.605 6.518
20 C -3.391 2.351 4.516
21 N -1.684 1.630 -0.082
22 N -2.917 1.238 0.196
23 C -3.946 1.885 -0.255
24 C -3.781 3.032 -1.064
25 C -2.524 3.539 -1.216
26 C -2.249 4.777 -1.996
27 C -1.416 2.853 -0.625
28 S 0.100 3.540 -0.585
29 C -5.307 1.370 0.161
30 C -6.028 2.466 0.957
31 C -6.125 1.001 -1.082
32 C -5.123 0.129 1.034
33 C -1.470 -1.216 -1.334
34 S -1.681 0.173 -2.444
35 C -1.356 -3.862 1.960
36 C -1.695 -5.287 1.517
37 C 0.122 -3.830 2.363
38 C -2.226 -3.459 3.158
39 H -4.585 -2.708 -1.935
40 H -3.311 -2.465 -3.162
41 H -4.025 -1.071 -2.393
42 H -3.388 -3.740 -0.021
43 H 0.302 1.551 5.513
44 H 2.621 1.862 4.811
45 H 2.779 2.401 3.125
46 H 3.046 0.725 3.513
47 H -2.729 -0.881 5.569
48 H -3.517 -0.381 4.071
49 H -4.243 0.026 5.634
50 H -1.474 0.837 6.965
51 H -2.996 1.717 7.132
52 H -1.566 2.552 6.521
53 H -3.652 2.116 3.488
54 H -2.845 3.293 4.522
55 H -4.300 2.468 5.105
56 H -4.625 3.509 -1.543
57 H -3.173 5.232 -2.349
58 H -1.616 4.528 -2.848
59 H -1.699 5.486 -1.379
60 H -6.184 3.353 0.347
61 H -5.437 2.753 1.824
62 H -6.997 2.109 1.301
63 H -6.310 1.870 -1.710
64 H -7.083 0.574 -0.791
65 H -5.580 0.267 -1.668
66 H -4.477 0.356 1.877
67 H -4.639 -0.653 0.457
68 H -6.084 -0.230 1.397
69 H -1.197 -5.523 0.579
70 H -2.765 -5.425 1.383
71 H -1.354 -5.986 2.280
72 H 0.745 -4.126 1.523
73 H 0.305 -4.514 3.191
74 H 0.416 -2.827 2.654
75 H -3.280 -3.495 2.892
76 H -1.986 -2.441 3.451
77 H -2.057 -4.123 4.005
78 O 4.746 1.273 -0.056
79 C 5.423 0.403 0.558
80 C 6.595 0.712 1.311
81 C 7.301 -0.246 1.996
82 C 6.890 -1.574 2.007
83 C 5.758 -1.925 1.285
84 C 5.051 -0.989 0.558
85 C 3.897 -1.415 -0.248
86 N 3.797 -1.480 -1.506
87 C 4.886 -1.122 -2.371
88 C 4.357 -0.356 -3.587
89 N 3.458 -1.179 -4.338
90 C 3.021 -0.833 -5.483
91 C 3.250 0.350 -6.291
92 C 3.362 0.168 -7.670
93 C 3.745 1.189 -8.514
94 C 4.025 2.443 -7.965
95 C 3.830 2.683 -6.633
96 C 3.346 1.677 -5.738
97 O 2.976 1.963 -4.564
98 H 6.929 1.742 1.310
99 H 8.196 0.036 2.545
100 H 7.448 -2.323 2.557
101 H 5.437 -2.963 1.253
102 H 3.015 -1.750 0.302
103 H 5.345 -2.059 -2.717
104 H 5.648 -0.509 -1.870
105 H 5.207 -0.025 -4.206
106 H 3.865 0.555 -3.224
107 H 2.452 -1.617 -5.988
108 H 3.187 -0.828 -8.069
109 H 3.859 1.018 -9.579
110 H 4.393 3.239 -8.608
111 H 4.027 3.658 -6.201
112 O 5.274 3.678 -1.083
113 H 4.653 3.602 -1.811
114 H 5.140 2.825 -0.603
115 C 1.474 -3.439 -1.696
116 O 0.532 -2.500 -1.189
117 C -0.448 -2.127 -2.005
118 O -0.590 -2.570 -3.124
119 H 1.776 -4.068 -0.859
120 H 2.340 -2.892 -2.083
121 H 1.012 -4.045 -2.478


The following is a quantum chemistry calculation of a molecular structure, C45H59BMnN7OPS3Si, from the Open Molecules 2025 dataset.

## Properties
Spin multiplicity = 5
Expectation value of S² = 6.12
Orbital gap (alpha / beta) = 6.02 / 6.46 eV
E_LUMO (alpha / beta) = -3.174 / -2.735 eV
HOMO energy (alpha / beta) = -9.19 / -9.19 eV
Net charge = +1

Element x y z (Å)
1 Mn -0.288 0.848 -1.322
2 C -0.549 -3.668 -4.539
3 C -1.327 -3.762 -3.228
4 C -1.786 -5.205 -3.035
5 C -2.557 -2.856 -3.214
6 N -0.432 -3.383 -2.087
7 C -0.101 -4.220 -1.035
8 C 0.668 -3.516 -0.182
9 N 0.822 -2.252 -0.696
10 B 1.519 -1.042 0.012
11 N 2.696 -0.601 -0.903
12 C 3.669 -1.481 -1.332
13 C 4.434 -0.847 -2.238
14 N 3.925 0.433 -2.387
15 C 2.856 0.556 -1.567
16 S 1.833 1.951 -1.427
17 C 4.447 1.437 -3.375
18 C 3.388 1.678 -4.449
19 C 5.696 0.862 -4.039
20 C 4.839 2.719 -2.643
21 N 2.055 -1.437 1.389
22 C 3.380 -1.417 1.798
23 C 3.421 -1.806 3.082
24 N 2.120 -2.061 3.492
25 C 1.269 -1.786 2.455
26 S -0.413 -1.875 2.398
27 C 1.764 -2.700 4.797
28 C 3.031 -2.862 5.633
29 C 0.788 -1.818 5.571
30 C 1.174 -4.083 4.524
31 C 0.151 -2.188 -1.859
32 S 0.195 -0.809 -2.922
33 H -1.187 -4.009 -5.355
34 H 0.333 -4.309 -4.505
35 H -0.237 -2.650 -4.757
36 H -2.442 -5.460 -3.866
37 H -2.355 -5.331 -2.113
38 H -0.951 -5.906 -3.046
39 H -3.228 -3.159 -4.019
40 H -2.292 -1.811 -3.354
41 H -3.083 -2.944 -2.263
42 H -0.445 -5.233 -0.970
43 H 1.090 -3.807 0.761
44 H 0.723 -0.138 0.150
45 H 3.730 -2.487 -0.955
46 H 5.292 -1.197 -2.777
47 H 3.126 0.739 -4.939
48 H 3.793 2.356 -5.200
49 H 2.485 2.120 -4.035
50 H 5.477 -0.033 -4.621
51 H 6.480 0.643 -3.314
52 H 6.082 1.614 -4.726
53 H 3.986 3.208 -2.181
54 H 5.280 3.411 -3.361
55 H 5.584 2.506 -1.874
56 H 4.185 -1.118 1.153
57 H 4.268 -1.918 3.729
58 H 3.507 -1.903 5.842
59 H 3.754 -3.529 5.162
60 H 2.747 -3.305 6.586
61 H 1.248 -0.856 5.803
62 H 0.537 -2.311 6.511
63 H -0.124 -1.654 5.004
64 H 1.894 -4.700 3.983
65 H 0.258 -4.009 3.942
66 H 0.949 -4.573 5.472
67 O -1.706 1.791 -3.943
68 N -1.181 2.343 -2.788
69 C -1.041 3.601 -2.874
70 C -0.520 4.477 -1.813
71 C -0.158 5.752 -2.248
72 C 0.333 6.703 -1.370
73 C 0.444 6.395 -0.026
74 C 0.070 5.137 0.428
75 C -0.398 4.163 -0.445
76 P -0.975 2.558 0.221
77 C -2.727 2.908 0.531
78 C -3.086 3.694 1.626
79 C -4.411 4.044 1.828
80 C -5.383 3.631 0.926
81 C -5.027 2.870 -0.178
82 C -3.704 2.502 -0.375
83 C -0.176 2.286 1.817
84 C 1.182 2.562 1.993
85 C 1.802 2.240 3.187
86 C 1.079 1.631 4.205
87 C -0.258 1.320 4.019
88 C -0.886 1.637 2.824
89 H -1.723 0.836 -3.770
90 H -1.319 4.078 -3.813
91 H -0.268 5.998 -3.297
92 H 0.613 7.682 -1.734
93 H 0.808 7.132 0.677
94 H 0.142 4.916 1.484
95 H -2.333 4.027 2.330
96 H -4.684 4.643 2.686
97 H -6.418 3.905 1.084
98 H -5.782 2.553 -0.885
99 H -3.438 1.885 -1.220
100 H 1.754 3.024 1.200
101 H 2.852 2.467 3.325
102 H 1.566 1.394 5.142
103 H -0.815 0.814 4.796
104 H -1.922 1.363 2.674
105 C -5.753 -1.185 -0.266
106 Si -4.219 -1.404 0.778
107 C -3.842 -3.208 1.069
108 C -4.354 -0.465 2.385
109 C -2.799 -0.662 -0.134
110 C -1.862 -0.108 -0.682
111 H -6.626 -1.614 0.231
112 H -5.641 -1.676 -1.235
113 H -5.953 -0.127 -0.444
114 H -4.611 -3.677 1.687
115 H -2.879 -3.315 1.574
116 H -3.790 -3.757 0.126
117 H -5.214 -0.801 2.970
118 H -4.465 0.607 2.201
119 H -3.452 -0.623 2.982